Computed, not measured: a molecular structure, C44H61N8O2S3SeV in a non-equilibrium geometry, with ωB97M-V with the def2-TZVPD basis set.

Calculated values
Charge   -1
ΔE to the lowest compared entry with this formula, charge and spin   69.8 kJ/mol
Molar mass   960.13 g/mol
E   -186180.361 eV
Gap between HOMO and LUMO (alpha / beta)   5.858 / 6.078 eV
Strongest force on any atom   0.0307 hartree/bohr
Multiplicity   4
HOMO energy (alpha / beta)   -3.635 / -3.857 eV

Cartesian coordinates (Å):
V 1.217 0.500 1.250
C 1.401 -5.441 -3.143
C 1.386 -4.158 -3.975
C 0.212 -4.247 -4.963
C 2.701 -4.079 -4.765
C 1.248 -2.913 -3.103
C 1.187 -2.956 -1.719
C 1.112 -1.781 -0.991
Se 0.767 -1.848 0.895
C -1.156 -1.756 0.748
C -1.863 -2.934 0.561
C -3.242 -2.910 0.453
C -3.844 -1.658 0.591
C -3.182 -0.457 0.809
C -1.749 -0.465 0.848
O -1.002 0.580 1.016
C -4.083 0.774 1.024
C -4.925 1.015 -0.241
C -3.345 2.080 1.330
C -5.017 0.508 2.219
C -4.094 -4.154 0.219
C -3.240 -5.418 0.107
C -4.889 -3.996 -1.086
C -5.073 -4.343 1.388
C 1.130 -0.495 -1.567
O 1.150 0.568 -0.815
C 1.080 -0.454 -2.995
C 1.159 -1.648 -3.693
C 0.784 0.860 -3.728
C 0.800 0.702 -5.250
C -0.625 1.301 -3.294
C 1.791 1.967 -3.385
H 1.521 -6.303 -3.803
H 0.466 -5.564 -2.593
H 2.227 -5.443 -2.429
H 0.279 -5.169 -5.548
H 0.212 -3.405 -5.657
H -0.738 -4.244 -4.426
H 2.831 -4.971 -5.386
H 3.549 -4.001 -4.083
H 2.712 -3.203 -5.416
H 1.170 -3.891 -1.175
H -1.301 -3.857 0.494
H -4.926 -1.623 0.536
H -4.268 1.173 -1.099
H -5.543 1.908 -0.111
H -5.584 0.175 -0.470
H -2.850 2.468 0.442
H -2.598 1.970 2.112
H -4.074 2.827 1.655
H -5.614 -0.396 2.095
H -5.701 1.351 2.349
H -4.429 0.404 3.135
H -2.520 -5.339 -0.710
H -3.883 -6.278 -0.091
H -2.694 -5.610 1.032
H -4.208 -3.846 -1.926
H -5.559 -3.136 -1.040
H -5.492 -4.888 -1.281
H -4.524 -4.453 2.326
H -5.682 -5.239 1.236
H -5.744 -3.489 1.488
H 1.147 -1.602 -4.775
H 0.010 0.036 -5.602
H 1.762 0.319 -5.599
H 0.642 1.680 -5.711
H -1.360 0.550 -3.592
H -0.898 2.259 -3.749
H -0.674 1.402 -2.208
H 2.799 1.685 -3.701
H 1.795 2.141 -2.315
H 1.513 2.895 -3.893
N -0.983 -0.983 3.883
C -0.330 0.188 4.110
N 0.563 0.728 3.335
C 1.087 1.878 3.912
C 0.596 2.209 5.124
S -0.574 1.042 5.615
C 2.051 2.627 3.122
C 2.984 3.496 3.562
S 3.860 4.147 2.221
C 2.903 3.158 1.152
N 2.015 2.429 1.751
N 3.015 3.256 -0.203
H -1.113 -1.240 2.908
H -1.790 -1.155 4.457
H 0.799 3.075 5.729
H 3.231 3.758 4.576
H 3.929 3.521 -0.534
H 2.645 2.440 -0.679
C 4.286 0.220 -0.833
C 4.336 0.233 0.669
C 5.497 0.305 1.417
C 5.142 -0.024 2.744
C 3.784 -0.284 2.733
C 3.002 -0.828 3.897
N 3.263 -0.084 1.472
H 4.977 0.952 -1.260
H 3.283 0.399 -1.207
H 4.585 -0.762 -1.216
H 6.484 0.530 1.036
H 5.798 -0.106 3.600
H 3.543 -1.670 4.337
H 2.026 -1.191 3.587
H 2.853 -0.087 4.690
C 2.230 7.662 2.108
C 0.965 7.153 2.798
C 0.422 5.896 2.192
N -0.211 4.995 2.851
N -0.624 3.929 2.106
C -0.283 4.023 0.855
N -0.570 3.104 -0.094
S 0.575 5.515 0.488
H 2.610 8.552 2.609
H 2.027 7.921 1.067
H 3.006 6.895 2.121
H 0.189 7.923 2.763
H 1.164 6.943 3.849
H -0.802 2.163 0.255
H -0.013 3.106 -0.933

---

Computed, not measured: a molecular structure, C53H50N3OP2PdSSe in a non-equilibrium geometry, with ωB97M-V with the def2-TZVPD basis set.

Calculated values
Charge   +1
ΔE to the lowest compared entry with this formula, charge and spin   6.9 kJ/mol
Molar mass   1024.40 g/mol
E   -160525.069 eV
Gap between HOMO and LUMO (alpha / beta)   5.633 / 5.633 eV
Strongest force on any atom   0.0395 hartree/bohr
Multiplicity   1
HOMO energy (alpha / beta)   -9.716 / -9.716 eV

Cartesian coordinates (Å):
Pd 1.205 0.434 0.001
N -1.147 2.075 -0.658
P -0.051 2.313 0.639
C 0.143 4.123 0.471
C -0.999 4.895 0.664
C -0.972 6.252 0.404
C 0.197 6.847 -0.050
C 1.336 6.081 -0.233
C 1.311 4.718 0.017
C -1.111 2.116 2.094
C -0.557 2.369 3.347
C -1.311 2.156 4.487
C -2.610 1.680 4.380
C -3.152 1.398 3.133
C -2.401 1.610 1.991
P -0.381 1.132 -1.873
C 0.858 2.320 -2.540
C 0.470 3.538 -3.086
C 1.424 4.452 -3.493
C 2.772 4.154 -3.365
C 3.168 2.943 -2.822
C 2.213 2.028 -2.408
C -1.613 1.212 -3.215
C -1.178 0.915 -4.504
C -2.060 0.967 -5.566
C -3.389 1.299 -5.346
C -3.833 1.560 -4.060
C -2.953 1.501 -2.993
H -1.649 2.912 -0.959
H -1.908 4.425 1.017
H -1.861 6.846 0.556
H 0.213 7.905 -0.263
H 2.248 6.545 -0.575
H 2.196 4.125 -0.155
H 0.460 2.741 3.406
H -0.885 2.344 5.462
H -3.199 1.519 5.271
H -4.158 1.008 3.048
H -2.811 1.381 1.019
H -0.583 3.768 -3.189
H 1.115 5.396 -3.915
H 3.514 4.863 -3.699
H 4.217 2.706 -2.724
H 2.528 1.062 -2.000
H -0.139 0.655 -4.665
H -1.717 0.752 -6.567
H -4.077 1.346 -6.177
H -4.869 1.813 -3.890
H -3.307 1.679 -1.987
C 8.123 0.380 -1.002
C 6.799 0.144 -0.353
C 6.368 -1.137 -0.038
C 5.150 -1.359 0.584
C 4.697 -2.742 0.932
C 4.321 -0.261 0.861
Se 2.618 -0.548 1.676
C 4.745 1.042 0.560
C 3.866 2.213 0.861
C 5.978 1.222 -0.037
H 8.579 -0.556 -1.313
H 8.795 0.877 -0.303
H 8.012 1.029 -1.869
H 7.008 -1.975 -0.271
H 5.489 -3.472 0.795
H 3.850 -3.031 0.306
H 4.364 -2.769 1.972
H 2.975 2.156 0.213
H 4.387 3.146 0.668
H 3.534 2.199 1.902
H 6.323 2.224 -0.256
N 0.862 -6.086 -3.853
C 1.003 -5.079 -3.329
C 1.156 -3.836 -2.670
C 0.127 -3.315 -1.881
C 0.310 -2.078 -1.297
N 1.442 -1.377 -1.425
C 2.433 -1.883 -2.150
C 2.334 -3.096 -2.805
H -0.800 -3.850 -1.745
H -0.484 -1.617 -0.707
H 3.343 -1.297 -2.220
H 3.142 -3.451 -3.427
O -0.532 -0.767 1.518
S -1.158 -2.044 1.947
C -1.793 -1.790 3.673
C -0.748 -1.777 4.730
C 0.281 -0.840 4.682
C 1.257 -0.828 5.662
C 1.201 -1.735 6.709
C 0.179 -2.669 6.761
C -0.785 -2.699 5.769
C 0.318 -3.102 2.297
C 0.003 -4.468 2.795
C -0.938 -5.255 2.141
C -1.181 -6.553 2.551
C -0.483 -7.083 3.623
C 0.442 -6.303 4.294
C 0.678 -5.000 3.888
H -2.513 -2.595 3.826
H -2.308 -0.828 3.616
H 0.314 -0.128 3.868
H 2.056 -0.104 5.606
H 1.950 -1.710 7.486
H 0.140 -3.384 7.571
H -1.573 -3.438 5.795
H 0.952 -2.541 2.988
H 0.809 -3.147 1.320
H -1.476 -4.847 1.299
H -1.903 -7.158 2.026
H -0.651 -8.103 3.928
H 0.983 -6.710 5.137
H 1.404 -4.399 4.417

---

Computed, not measured: a single C12H15N3O2S molecule, with ωB97M-V with the def2-TZVPD basis set.

Calculated values
Charge   0
ΔE to the lowest compared entry with this formula, charge and spin   51.7 kJ/mol
Structure (SMILES)   CCOCCCn1c(=S)[nH]c2ncccc2c1=O
Molar mass   265.34 g/mol
E   -32088.985 eV
Gap between HOMO and LUMO   8.489 eV
Strongest force on any atom   0.0178 hartree/bohr
Multiplicity   1
HOMO energy   -8.785 eV

Cartesian coordinates (Å):
C -2.469 -1.937 -1.959
C -3.117 -1.680 -0.599
O -3.506 -0.335 -0.406
C -2.468 0.570 -0.107
C -2.050 0.521 1.368
C -0.965 1.543 1.705
N 0.256 1.305 0.945
C 0.557 2.109 -0.122
S -0.355 3.390 -0.603
N 1.693 1.824 -0.821
C 2.541 0.796 -0.526
N 3.605 0.626 -1.301
C 4.421 -0.369 -1.009
C 4.228 -1.242 0.057
C 3.118 -1.065 0.863
C 2.243 -0.021 0.574
C 1.041 0.233 1.373
O 0.722 -0.422 2.339
H 2.907 -1.705 1.706
H 4.931 -2.037 0.245
H 5.274 -0.470 -1.667
H 1.915 2.422 -1.608
H -0.709 1.458 2.764
H -1.305 2.555 1.484
H -2.924 0.728 1.986
H -1.686 -0.476 1.622
H -1.599 0.392 -0.754
H -2.870 1.560 -0.342
H -4.049 -2.247 -0.527
H -2.446 -2.015 0.203
H -2.312 -3.004 -2.091
H -3.117 -1.572 -2.751
H -1.506 -1.437 -2.041